(1)
ORCA calculation (ωB97M-V with the def2-TZVPD basis set) on a 7-piece molecular cluster, C63H133N7O7 overall.

## Properties
HOMO (alpha / beta): 0.52 / -5.75 eV
molecular weight: 1100.80 g/mol
Kohn-Sham gap (alpha / beta): 1.349 / 7.602 eV
LUMO energy (alpha / beta): 0.0687 / 0.0679 Eh

Structure (ORCA input):
```
! RIJCOSX wB97M-V def2-TZVPD def2/J DEFGRID3
* xyz -1 2
C 0.92 2.55 -8.98
C 0.40 2.24 -7.60
C -0.50 0.93 -7.82
C -0.92 0.17 -6.53
C 0.43 -0.19 -5.84
C 1.28 1.06 -5.40
N 1.46 1.92 -6.58
O 2.39 3.02 -6.44
C 0.66 1.79 -4.17
C 2.60 0.43 -5.11
C -0.48 3.45 -7.15
H 0.17 2.81 -9.72
H 1.46 1.68 -9.36
H 1.69 3.32 -8.96
H -1.36 1.12 -8.46
H 0.08 0.17 -8.35
H -1.37 -0.75 -6.89
H -1.62 0.67 -5.86
H 1.06 -0.85 -6.44
H 0.13 -0.81 -5.00
H 0.62 1.21 -3.25
H 1.12 2.76 -4.02
H -0.30 2.22 -4.46
H 2.61 -0.08 -4.15
H 2.93 -0.25 -5.89
H 3.40 1.14 -4.90
H -0.96 3.21 -6.20
H -1.24 3.70 -7.89
H 0.11 4.36 -7.09
H 3.07 2.70 -7.04
C -4.55 -4.11 4.28
C -4.70 -3.28 2.98
C -5.45 -4.17 1.95
C -6.99 -4.33 2.30
C -7.55 -2.97 2.39
C -6.87 -2.00 3.36
N -5.37 -2.02 3.12
O -4.70 -1.20 3.98
C -7.32 -0.61 2.89
C -7.30 -2.17 4.82
C -3.29 -3.21 2.33
H -5.55 -4.34 4.66
H -3.98 -3.62 5.07
H -3.93 -4.99 4.08
H -5.34 -3.63 1.01
H -4.97 -5.15 1.93
H -7.08 -4.98 3.18
H -7.39 -4.83 1.42
H -8.57 -3.10 2.73
H -7.65 -2.61 1.36
H -6.77 -0.32 1.99
H -8.35 -0.48 2.58
H -7.14 0.10 3.69
H -6.67 -1.62 5.52
H -8.33 -1.81 4.83
H -7.13 -3.22 5.08
H -2.61 -2.89 3.12
H -3.12 -2.40 1.62
H -2.89 -4.12 1.89
H -4.99 -0.32 3.75
C -3.19 6.88 4.74
C -3.19 5.62 3.90
C -3.92 4.54 4.80
C -5.38 4.63 4.83
C -5.98 4.66 3.45
C -5.38 5.73 2.52
N -3.88 5.81 2.64
O -3.26 6.69 1.77
C -5.52 5.10 1.05
C -6.17 7.08 2.77
C -1.77 5.07 3.56
H -2.71 7.70 4.21
H -2.80 6.75 5.75
H -4.16 7.37 4.75
H -3.81 3.53 4.42
H -3.49 4.58 5.80
H -5.50 5.52 5.46
H -5.64 3.76 5.43
H -7.05 4.86 3.54
H -5.85 3.67 3.02
H -5.35 5.86 0.29
H -4.87 4.27 0.80
H -6.48 4.63 0.83
H -7.15 7.08 2.31
H -6.23 7.26 3.84
H -5.71 7.99 2.36
H -1.75 4.40 2.70
H -1.36 4.44 4.36
H -1.02 5.82 3.32
H -2.79 6.04 1.24
C -1.54 1.55 0.38
C -2.34 0.37 -0.29
C -2.99 0.91 -1.59
C -3.49 -0.18 -2.52
C -2.27 -1.03 -2.78
C -1.62 -1.73 -1.55
N -1.39 -0.75 -0.48
O -0.96 -1.40 0.64
C -2.56 -2.91 -1.15
C -0.32 -2.34 -2.10
C -3.48 0.08 0.70
H -0.89 1.12 1.14
H -2.17 2.27 0.90
H -0.88 2.05 -0.33
H -3.82 1.58 -1.36
H -2.36 1.57 -2.18
H -3.83 0.18 -3.49
H -4.33 -0.69 -2.06
H -1.55 -0.35 -3.25
H -2.33 -1.78 -3.57
H -3.55 -2.59 -0.85
H -2.66 -3.67 -1.92
H -2.16 -3.39 -0.25
H 0.41 -1.59 -2.41
H 0.25 -2.77 -1.28
H -0.47 -3.22 -2.73
H -3.12 0.11 1.73
H -4.08 -0.82 0.55
H -4.16 0.93 0.78
H -1.78 -1.70 1.06
C 0.77 -2.87 3.68
C 2.13 -2.20 4.11
C 1.88 -0.68 3.90
C 2.92 0.19 4.77
C 2.89 -0.21 6.25
C 3.19 -1.73 6.48
N 2.38 -2.55 5.58
O 2.22 -3.89 5.88
C 4.70 -1.89 6.17
C 2.79 -2.06 7.92
C 3.23 -2.80 3.23
H 0.51 -2.58 2.67
H -0.10 -2.73 4.33
H 0.87 -3.95 3.63
H 2.16 -0.42 2.88
H 0.87 -0.27 3.92
H 2.84 1.26 4.58
H 3.93 0.00 4.40
H 1.98 0.13 6.74
H 3.62 0.29 6.88
H 5.08 -1.06 5.57
H 5.30 -1.78 7.07
H 4.97 -2.86 5.75
H 3.37 -1.55 8.69
H 1.73 -1.87 8.08
H 3.07 -3.09 8.14
H 3.22 -2.37 2.23
H 3.21 -3.89 3.24
H 4.19 -2.60 3.73
H 2.99 -4.29 5.47
C 2.63 -3.39 -3.92
C 3.79 -3.55 -2.93
C 3.83 -5.00 -2.48
C 4.57 -5.97 -3.38
C 5.97 -5.41 -3.70
C 6.02 -4.03 -4.42
N 5.00 -3.11 -3.67
O 4.90 -1.79 -4.18
C 7.41 -3.40 -4.43
C 5.60 -4.21 -5.97
C 3.52 -2.65 -1.76
H 2.89 -3.81 -4.89
H 2.32 -2.36 -4.09
H 1.78 -3.95 -3.55
H 4.38 -5.05 -1.55
H 2.82 -5.40 -2.40
H 4.03 -6.06 -4.33
H 4.69 -6.96 -2.95
H 6.53 -6.12 -4.31
H 6.42 -5.29 -2.72
H 8.28 -3.97 -4.76
H 7.26 -2.53 -5.07
H 7.70 -2.94 -3.48
H 4.71 -4.78 -6.23
H 5.64 -3.28 -6.53
H 6.38 -4.86 -6.38
H 2.76 -3.07 -1.10
H 3.09 -1.67 -1.99
H 4.39 -2.51 -1.12
H 5.33 -1.28 -3.48
C 2.15 2.31 1.28
C 3.02 2.05 0.03
C 2.84 3.34 -0.85
C 3.92 3.50 -1.92
C 5.35 3.29 -1.34
C 5.57 2.04 -0.50
N 4.46 1.91 0.47
O 4.63 0.81 1.30
C 5.72 0.85 -1.44
C 6.91 2.24 0.37
C 2.39 0.92 -0.89
H 2.43 1.67 2.12
H 1.07 2.42 1.19
H 2.49 3.24 1.73
H 1.92 3.26 -1.43
H 2.78 4.18 -0.17
H 3.91 4.40 -2.53
H 3.78 2.75 -2.71
H 5.48 4.17 -0.71
H 6.08 3.35 -2.15
H 4.83 0.78 -2.06
H 6.54 1.02 -2.14
H 5.94 -0.04 -0.85
H 7.82 2.19 -0.23
H 6.92 3.17 0.95
H 7.06 1.44 1.09
H 2.81 0.84 -1.89
H 1.34 1.06 -1.15
H 2.41 -0.06 -0.41
H 4.38 1.21 2.14
*
```

(2)
ORCA calculation (ωB97M-V with the def2-TZVPD basis set) on C63H133N7O7 as an isolated structure.

## Properties
HOMO: -6.86 eV
molecular weight: 1100.80 g/mol
Kohn-Sham gap: 7.286 eV
relative energy (zero: lowest compared OMol25 entry of this formula, charge and spin): 1186.0 kcal/mol
LUMO energy: 0.0155 Eh

Structure (ORCA input):
```
! RIJCOSX wB97M-V def2-TZVPD def2/J DEFGRID3
* xyz 0 1
C 2.79 -3.04 1.96
C 3.55 -3.17 0.59
C 3.08 -4.43 -0.12
C 3.45 -4.58 -1.63
C 2.95 -3.30 -2.39
C 3.31 -1.87 -1.65
N 3.18 -2.01 -0.19
O 3.54 -0.78 0.39
C 4.75 -1.61 -2.10
C 2.29 -0.80 -2.21
C 5.07 -3.37 1.02
H 2.90 -3.96 2.54
H 1.70 -2.97 1.89
H 3.12 -2.17 2.52
H 3.61 -5.23 0.39
H 2.02 -4.63 0.03
H 3.06 -5.52 -2.02
H 4.53 -4.67 -1.78
H 1.86 -3.25 -2.39
H 3.26 -3.32 -3.44
H 5.24 -0.83 -1.51
H 5.32 -2.51 -1.89
H 4.87 -1.40 -3.16
H 2.69 -0.43 -3.16
H 1.28 -1.16 -2.43
H 2.29 0.06 -1.55
H 5.68 -3.66 0.16
H 5.20 -4.07 1.85
H 5.54 -2.43 1.29
H 2.70 -0.53 0.79
C -1.23 -0.71 0.53
C -0.50 0.28 1.50
C 0.71 -0.31 2.27
C 1.94 -0.46 1.44
C 2.34 0.87 0.67
C 1.12 1.52 -0.20
N -0.04 1.50 0.68
O -1.15 2.27 0.21
C 1.42 3.00 -0.63
C 0.86 0.82 -1.48
C -1.57 0.71 2.54
H -2.13 -1.14 0.96
H -0.51 -1.42 0.11
H -1.70 -0.20 -0.31
H 1.11 0.26 3.11
H 0.39 -1.27 2.68
H 1.82 -1.23 0.69
H 2.73 -0.74 2.14
H 3.33 0.86 0.21
H 2.51 1.62 1.44
H 2.34 3.03 -1.21
H 0.62 3.54 -1.14
H 1.74 3.50 0.28
H -0.06 1.20 -1.91
H 1.74 1.00 -2.10
H 0.77 -0.27 -1.39
H -2.53 0.99 2.12
H -1.27 1.65 3.00
H -1.63 -0.05 3.33
H -1.06 3.08 0.71
C -2.69 -4.64 -2.96
C -1.56 -5.44 -2.19
C -0.16 -5.09 -2.84
C 0.36 -3.72 -2.37
C 0.35 -3.67 -0.84
C -1.07 -3.85 -0.19
N -1.56 -5.12 -0.70
O -2.66 -5.55 -0.12
C -0.73 -3.99 1.34
C -2.10 -2.68 -0.41
C -1.84 -6.91 -2.50
H -2.46 -3.57 -3.03
H -3.63 -4.89 -2.47
H -2.73 -4.96 -4.00
H 0.56 -5.84 -2.51
H -0.21 -5.20 -3.92
H -0.17 -2.85 -2.75
H 1.37 -3.54 -2.76
H 0.69 -2.68 -0.52
H 1.04 -4.38 -0.38
H -1.64 -4.24 1.89
H -0.16 -4.89 1.54
H -0.32 -3.17 1.93
H -3.13 -2.87 -0.13
H -1.91 -1.75 0.11
H -2.24 -2.38 -1.45
H -1.04 -7.54 -2.10
H -1.97 -7.11 -3.56
H -2.69 -7.19 -1.88
H -3.22 -4.86 -0.48
C -0.38 4.30 -4.53
C -0.05 3.42 -3.33
C 0.55 2.10 -3.88
C 1.99 2.20 -4.38
C 2.92 2.73 -3.26
C 2.43 4.12 -2.82
N 0.99 4.05 -2.43
O 0.57 5.24 -1.82
C 3.27 4.52 -1.64
C 2.68 5.16 -3.98
C -1.24 3.01 -2.47
H 0.27 4.03 -5.37
H -0.34 5.36 -4.28
H -1.45 4.22 -4.72
H 0.52 1.27 -3.18
H -0.08 1.71 -4.68
H 2.10 2.74 -5.32
H 2.49 1.28 -4.69
H 3.91 2.91 -3.67
H 3.03 2.07 -2.40
H 3.26 3.86 -0.77
H 4.30 4.84 -1.79
H 2.81 5.42 -1.24
H 2.28 6.14 -3.74
H 3.76 5.22 -4.05
H 2.39 4.99 -5.01
H -2.03 2.68 -3.13
H -1.61 3.92 -1.99
H -1.01 2.30 -1.67
H 0.67 5.10 -0.88
C -5.30 0.98 -0.99
C -4.14 0.02 -0.66
C -4.55 -1.56 -0.97
C -4.44 -1.75 -2.51
C -2.99 -1.43 -2.91
C -2.54 0.03 -2.77
N -2.89 0.53 -1.32
O -2.45 1.81 -1.00
C -1.02 0.08 -2.99
C -3.26 0.78 -3.88
C -3.86 -0.07 0.81
H -5.00 2.02 -1.09
H -5.94 0.99 -0.10
H -5.77 0.58 -1.88
H -3.84 -2.29 -0.58
H -5.58 -1.79 -0.72
H -5.15 -1.15 -3.07
H -4.70 -2.78 -2.76
H -2.86 -1.89 -3.88
H -2.21 -1.90 -2.32
H -0.73 1.09 -3.28
H -0.55 -0.06 -2.02
H -0.64 -0.69 -3.65
H -4.34 0.76 -3.70
H -3.03 1.84 -3.77
H -3.04 0.31 -4.85
H -4.59 -0.62 1.40
H -3.68 0.92 1.21
H -2.91 -0.57 1.00
H -1.62 1.61 -0.57
C -1.21 4.35 -0.44
C -0.88 5.25 0.77
C -0.53 4.34 1.99
C 0.21 5.12 3.13
C 1.46 5.86 2.57
C 1.04 6.92 1.47
N 0.26 6.17 0.42
O 0.03 6.84 -0.74
C 0.34 8.14 2.08
C 2.42 7.38 0.90
C -2.17 6.06 1.07
H -0.47 3.58 -0.66
H -1.46 4.91 -1.34
H -2.20 4.02 -0.13
H -1.43 3.92 2.44
H 0.21 3.57 1.75
H 0.45 4.36 3.88
H -0.39 5.84 3.68
H 2.19 5.11 2.24
H 1.91 6.31 3.44
H -0.30 8.00 2.95
H 1.13 8.84 2.34
H -0.31 8.64 1.35
H 2.97 6.58 0.41
H 2.26 8.27 0.29
H 3.11 7.79 1.64
H -3.05 5.43 1.15
H -2.39 6.86 0.36
H -2.05 6.53 2.05
H 0.76 6.60 -1.31
C 1.95 -4.31 5.51
C 0.47 -4.05 4.97
C -0.45 -4.75 6.00
C -1.92 -4.39 5.95
C -2.20 -2.88 5.96
C -1.28 -2.14 4.92
N 0.16 -2.60 5.05
O 1.02 -1.80 4.26
C -1.82 -2.25 3.48
C -1.43 -0.65 5.32
C 0.19 -4.71 3.56
H 2.57 -4.28 4.62
H 2.24 -5.25 5.98
H 2.40 -3.48 6.04
H -0.38 -5.84 5.95
H -0.14 -4.42 6.99
H -2.43 -4.88 6.77
H -2.48 -4.80 5.11
H -2.08 -2.42 6.94
H -3.26 -2.85 5.73
H -0.95 -1.97 2.87
H -2.23 -3.23 3.26
H -2.57 -1.48 3.29
H -0.81 0.03 4.74
H -2.47 -0.33 5.31
H -1.01 -0.48 6.31
H 0.93 -5.50 3.46
H 0.61 -4.00 2.84
H -0.82 -5.00 3.28
H 1.45 -1.28 4.94
*
```